1.
{
  "formula": "C5H14N2",
  "method": "ωB97M-V with the def2-TZVPD basis set",
  "elements": ["C", "C", "C", "C", "C", "N", "N", "H", "H", "H", "H", "H", "H", "H", "H", "H", "H", "H", "H", "H", "H"],
  "coordinates": [[-0.6448, 0.4299, 0.0141], [1.7300, -0.5183, 0.5293], [0.1059, -0.6505, 0.7568], [-0.6416, 0.2284, -1.4927], [-2.2053, 0.1980, 0.6174], [-0.2646, 1.7699, 0.3298], [2.1225, -0.9544, -0.7978], [0.4979, 2.1155, -0.2364], [-0.1495, 1.9256, 1.3235], [3.1242, -0.8656, -0.9333], [1.8757, -1.9282, -0.9385], [2.1951, -1.1089, 1.3363], [2.0570, 0.5163, 0.6613], [-0.0515, -0.5777, 1.8327], [-0.1741, -1.6368, 0.3927], [-1.1035, 1.0812, -1.9848], [-1.1974, -0.6684, -1.7564], [0.3781, 0.1180, -1.8542], [-2.5639, -0.8173, 0.4657], [-2.2419, 0.4668, 1.6717], [-2.8485, 0.8768, 0.0628]],
  "multiplicity": 1,
  "gap_ev": 9.687,
  "e_above_lowest_kj_mol": 69.02,
  "e_homo_ev": -8.67
}



2.
{
  "formula": "C24H68N6O7",
  "method": "ωB97M-V with the def2-TZVPD basis set",
  "elements": ["C", "C", "C", "O", "C", "N", "H", "H", "H", "H", "H", "H", "H", "H", "H", "H", "H", "C", "C", "C", "O", "C", "N", "H", "H", "H", "H", "H", "H", "H", "H", "H", "H", "H", "C", "C", "C", "O", "C", "N", "H", "H", "H", "H", "H", "H", "H", "H", "H", "H", "H", "C", "C", "C", "O", "C", "N", "H", "H", "H", "H", "H", "H", "H", "H", "H", "H", "H", "C", "C", "C", "O", "C", "N", "H", "H", "H", "H", "H", "H", "H", "H", "H", "H", "H", "C", "C", "C", "O", "C", "N", "H", "H", "H", "H", "H", "H", "H", "H", "H", "H", "H", "O", "H", "H"],
  "coordinates": [[-3.7845, -35.5234, 20.5242], [-3.8001, -36.8371, 21.3891], [-4.2247, -36.6162, 22.7931], [-3.1116, -36.4184, 23.6742], [-3.5362, -35.9157, 24.9933], [-4.7349, -37.7155, 20.6486], [-2.9292, -34.9054, 20.7972], [-4.5997, -34.8471, 20.7816], [-3.5649, -35.7975, 19.4923], [-2.8185, -37.3088, 21.4359], [-4.6625, -37.5648, 23.1039], [-5.0079, -35.8724, 22.9397], [-3.9289, -34.9073, 24.8626], [-2.6597, -35.9713, 25.6388], [-4.2373, -36.6323, 25.4212], [-5.7023, -37.5822, 20.9065], [-4.6581, -38.6616, 20.9935], [-3.0696, -33.9769, 14.7607], [-4.3040, -33.6555, 15.5430], [-5.6800, -33.8832, 14.8719], [-5.8884, -32.8454, 13.9554], [-7.2379, -32.7928, 13.4908], [-4.2194, -34.4435, 16.7006], [-2.3240, -33.3762, 15.2816], [-3.0617, -33.7112, 13.7036], [-2.7724, -35.0234, 14.6917], [-4.4141, -32.6854, 16.0278], [-6.3598, -33.8230, 15.7217], [-5.8322, -34.8340, 14.3610], [-7.4924, -33.7344, 13.0043], [-7.3308, -31.9856, 12.7642], [-7.9951, -32.5277, 14.2287], [-4.2018, -35.3663, 16.2906], [-5.0365, -34.4185, 17.2938], [-0.1539, -34.2924, 30.2178], [0.6441, -33.7107, 29.0842], [-0.2465, -33.5488, 27.8001], [0.6017, -33.8073, 26.7225], [-0.0335, -34.3621, 25.5894], [1.1462, -32.4250, 29.6474], [0.4403, -34.2394, 31.1301], [-0.6464, -35.2494, 30.0460], [-1.0258, -33.7342, 30.5586], [1.5188, -34.3502, 28.9658], [-0.7434, -32.5942, 27.9733], [-0.8927, -34.4265, 27.8152], [-0.9153, -33.8429, 25.2140], [-0.1714, -35.4211, 25.8074], [0.6785, -34.3215, 24.7651], [1.9548, -32.7869, 30.1324], [1.7230, -31.9032, 29.0031], [-2.2710, -39.9874, 14.6816], [-2.5315, -38.4992, 14.8880], [-1.9251, -38.0962, 16.2124], [-2.4156, -38.7482, 17.3476], [-1.5797, -38.4060, 18.4869], [-2.0389, -37.7277, 13.7416], [-2.5948, -40.2400, 13.6719], [-2.8353, -40.6288, 15.3585], [-1.2208, -40.2683, 14.7599], [-3.5976, -38.2909, 14.7971], [-2.1069, -37.0233, 16.2742], [-0.8356, -38.0930, 16.1783], [-2.1168, -38.8767, 19.3104], [-1.6889, -37.3346, 18.6547], [-0.5660, -38.8054, 18.4548], [-2.3440, -36.8353, 14.1031], [-2.4179, -37.8867, 12.8191], [-0.6609, -35.1927, 21.9877], [0.5628, -34.4085, 21.3298], [0.1317, -33.4536, 20.2149], [-0.2184, -34.3102, 19.1137], [-1.1101, -33.7396, 18.1711], [1.1383, -33.6110, 22.4046], [-1.4533, -34.5256, 22.3272], [-0.4412, -35.7894, 22.8731], [-0.9387, -36.0241, 21.3399], [1.4095, -35.0029, 20.9863], [0.8230, -32.6902, 19.8580], [-0.6747, -32.8107, 20.5677], [-1.9250, -33.4317, 18.8262], [-1.4857, -34.4053, 17.3940], [-0.6261, -32.8730, 17.7206], [0.5022, -32.8321, 22.4989], [2.0339, -33.2625, 22.0941], [-3.7379, -37.4734, 28.4281], [-2.9505, -38.8458, 28.4520], [-2.0868, -38.9558, 27.1554], [-2.9416, -39.0708, 25.9690], [-2.2741, -39.2134, 24.6888], [-2.2241, -39.0036, 29.7169], [-4.6639, -37.6010, 28.9888], [-4.0735, -37.1890, 27.4308], [-3.1914, -36.6795, 28.9372], [-3.6251, -39.6928, 28.3270], [-1.5299, -39.8927, 27.1751], [-1.3911, -38.1243, 27.0431], [-2.9463, -39.3626, 23.8437], [-1.6618, -40.1151, 24.7027], [-1.7029, -38.3161, 24.4507], [-2.8903, -39.2559, 30.4328], [-1.6515, -39.8347, 29.6791], [-5.1197, -39.2759, 17.8478], [-4.2491, -39.0007, 17.5606], [-4.9621, -40.0598, 18.3740]],
  "multiplicity": 2,
  "gap_ev": [1.523, 9.075],
  "e_above_lowest_kj_mol": 207.62,
  "e_homo_ev": [0.91, -6.67],
  "total_charge": -1
}



3.
{
  "formula": "C3H8N3",
  "method": "ωB97M-V with the def2-TZVPD basis set",
  "elements": ["C", "C", "C", "N", "N", "N", "H", "H", "H", "H", "H", "H", "H", "H"],
  "coordinates": [[-1.8041, 0.5030, -0.6478], [-0.8006, -0.2769, 0.7682], [1.2941, -0.5268, 0.0392], [-1.5576, -0.7455, -0.2957], [-1.1248, 1.0109, 0.4151], [2.3451, 0.2957, -0.2753], [-2.5418, 0.8562, -1.4406], [-0.6925, -0.7146, 1.7569], [1.0031, -1.1446, -0.7754], [1.5122, -0.9808, 0.9883], [-1.9519, -1.5949, -0.7786], [-0.6949, 1.8085, 1.0188], [2.2444, 0.7539, -1.2104], [2.7694, 0.7559, 0.4374]],
  "multiplicity": 1,
  "gap_ev": 8.165,
  "e_above_lowest_kj_mol": 491.14,
  "e_homo_ev": -12.25,
  "total_charge": 1
}



4.
{
  "formula": "C7H10",
  "method": "ωB97M-V with the def2-TZVPD basis set",
  "elements": ["C", "C", "C", "C", "C", "C", "C", "H", "H", "H", "H", "H", "H", "H", "H", "H", "H"],
  "coordinates": [[-0.6400, -1.4396, -1.1677], [-0.1471, -0.3146, -0.2627], [0.5769, 0.8699, -0.9011], [1.1658, 1.1741, 0.4580], [0.1373, 0.7581, 1.5337], [-1.0799, 0.1984, 0.8324], [1.0056, -0.2657, 0.8577], [-1.4587, -1.0416, -1.7856], [0.1070, -1.8198, -1.8763], [-1.0623, -2.3038, -0.6391], [-0.0336, 1.5975, -1.4335], [1.3832, 0.4866, -1.5460], [1.9014, 1.9525, 0.6722], [0.1392, 1.2418, 2.5131], [-1.9060, 0.8373, 0.5231], [-1.4466, -0.6599, 1.4168], [1.3580, -1.2711, 0.8050]],
  "multiplicity": 1,
  "gap_ev": 10.568,
  "e_above_lowest_kj_mol": 309.46,
  "e_homo_ev": -9.52
}



5.
{
  "formula": "C5H7NO",
  "method": "ωB97M-V with the def2-TZVPD basis set",
  "elements": ["N", "C", "O", "C", "C", "C", "C", "H", "H", "H", "H", "H", "H", "H"],
  "coordinates": [[-1.6503, 1.5472, 0.3918], [-0.8025, 0.5461, 0.3801], [-0.9436, -0.6097, 0.9997], [0.3724, -1.2670, 0.8589], [1.1936, -0.3690, -0.0469], [0.6485, -0.1094, -1.4119], [0.3935, 0.8754, -0.2940], [-2.6069, 1.5840, 0.7104], [0.1890, -2.2698, 0.4706], [0.7912, -1.3220, 1.8671], [2.2555, -0.2767, 0.1549], [-0.1240, -0.7857, -1.7855], [1.3231, 0.2471, -2.1826], [-1.0394, 2.2095, -0.1125]],
  "multiplicity": 1,
  "gap_ev": 8.243,
  "e_above_lowest_kj_mol": 343.85,
  "e_homo_ev": -7.33
}



6.
{
  "formula": "C25H47FN3O18PS",
  "method": "ωB97M-V with the def2-TZVPD basis set",
  "elements": ["C", "C", "C", "F", "C", "C", "N", "P", "S", "C", "N", "C", "N", "H", "H", "H", "H", "H", "H", "H", "H", "H", "H", "H", "C", "O", "C", "O", "O", "C", "H", "H", "H", "H", "H", "H", "C", "O", "C", "O", "O", "C", "H", "H", "H", "H", "H", "H", "C", "O", "C", "O", "O", "C", "H", "H", "H", "H", "H", "H", "C", "O", "C", "O", "O", "C", "H", "H", "H", "H", "H", "H", "C", "O", "C", "O", "O", "C", "H", "H", "H", "H", "H", "H", "C", "O", "C", "O", "O", "C", "H", "H", "H", "H", "H", "H"],
  "coordinates": [[-2.4196, 8.8601, 0.7731], [-1.2605, 8.2456, -0.2307], [-1.1889, 6.5760, -0.1817], [-1.2027, 6.0513, 1.2226], [0.1060, 6.0721, -1.0649], [0.1987, 4.4080, -0.9306], [0.3924, 3.1067, -0.9985], [-0.3228, 6.4385, -2.9077], [0.9988, 7.5396, -3.8280], [1.5485, 6.6815, -0.5761], [1.7045, 6.8375, 0.9207], [2.7310, 5.6165, -1.0905], [3.7942, 4.8980, -1.3844], [-2.3823, 10.0503, 0.7312], [-2.2121, 8.5838, 1.9063], [-3.5131, 8.4806, 0.5214], [-0.2285, 8.7515, 0.0174], [-1.5720, 8.5142, -1.3307], [-2.1546, 6.1012, -0.6968], [-1.6375, 7.0119, -3.0986], [-0.3467, 5.1576, -3.6271], [1.7242, 7.7672, -1.0401], [1.3462, 6.0182, 1.4581], [1.2693, 7.7423, 1.2534], [2.6624, -3.4169, -3.2599], [3.1922, -2.0940, -3.3195], [2.5641, -1.2041, -2.5104], [1.6228, -1.4468, -1.7713], [3.1647, 0.0028, -2.6659], [2.6037, 1.0443, -1.8692], [3.2393, -4.0433, -3.9457], [2.7635, -3.8281, -2.2503], [1.6158, -3.4285, -3.5810], [2.7026, 0.8114, -0.8040], [1.5547, 1.2112, -2.1347], [3.1604, 1.9631, -2.0734], [5.7643, -2.4953, -9.6544], [5.4414, -1.4089, -8.7887], [4.8073, -1.7748, -7.6462], [4.5091, -2.9145, -7.3249], [4.5624, -0.6530, -6.9231], [3.8940, -0.8872, -5.6851], [6.2677, -2.0876, -10.5353], [6.4475, -3.1933, -9.1597], [4.8557, -3.0093, -9.9844], [4.5025, -1.5208, -5.0317], [2.9105, -1.3368, -5.8563], [3.7497, 0.0777, -5.1911], [6.2906, -2.8497, -3.2295], [7.4252, -3.2005, -2.4396], [7.1273, -3.8926, -1.3111], [6.0094, -4.2192, -0.9441], [8.2887, -4.1583, -0.6616], [8.1278, -4.8876, 0.5536], [6.6456, -2.3001, -4.1056], [5.7680, -3.7476, -3.5748], [5.6141, -2.1991, -2.6659], [7.6788, -5.8670, 0.3595], [7.5248, -4.3185, 1.2685], [9.1193, -5.0438, 0.9877], [-4.1954, -2.9236, 1.9786], [-3.0961, -2.0205, 2.0797], [-2.3989, -1.8584, 0.9269], [-2.6369, -2.4061, -0.1383], [-1.3911, -0.9814, 1.1644], [-0.5676, -0.7130, 0.0313], [-4.6803, -2.9767, 2.9572], [-4.9279, -2.5603, 1.2506], [-3.8475, -3.9269, 1.7120], [-1.1551, -0.2612, -0.7745], [-0.0746, -1.6278, -0.3132], [0.2040, -0.0002, 0.3355], [-7.3520, 0.2045, 7.0456], [-7.1173, 0.7091, 5.7325], [-5.9673, 0.2690, 5.1624], [-5.1597, -0.4921, 5.6721], [-5.8714, 0.8222, 3.9271], [-4.7010, 0.4451, 3.2045], [-8.2973, 0.6210, 7.4040], [-7.4406, -0.8866, 7.0298], [-6.5562, 0.5197, 7.7283], [-4.6837, -0.6364, 3.0350], [-3.7992, 0.7699, 3.7335], [-4.7282, 0.9450, 2.2323], [-4.8287, -3.2077, 6.5290], [-5.5074, -4.2230, 7.2656], [-5.7570, -5.3537, 6.5582], [-5.4549, -5.5512, 5.3916], [-6.4009, -6.2266, 7.3735], [-6.7297, -7.4707, 6.7583], [-4.6814, -2.3505, 7.1917], [-3.8462, -3.5611, 6.1997], [-5.4309, -2.8826, 5.6745], [-5.8231, -7.9946, 6.4383], [-7.4080, -7.3162, 5.9130], [-7.2408, -8.0901, 7.5006]],
  "multiplicity": 1,
  "gap_ev": 9.217,
  "e_homo_ev": -9.63
}